Density functional theory data (ωB97M-V with the def2-TZVPD basis set) for a molecular structure, C21H23NO9V at a distorted geometry.

As for the expectation value of S²: 3.76. As for the spin multiplicity: 4. Its net charge is -2. Its frontier orbital gap (alpha / beta) is 6.47 / 6.68 eV.

XYZ file:
```
55
Properties=species:S:1:pos:R:3:lowdin_spin:R:1
V 1.8264 1.6001 -1.0218 2.8391
O -3.6451 5.1958 0.0930 0.0022
O 2.7058 -0.2184 -0.5923 0.0201
O -0.3402 0.2163 -0.4444 0.0156
O -0.0252 2.9031 -1.6267 0.0222
O -2.4860 4.6389 2.6554 0.0042
O 4.7619 -3.7284 -2.7932 0.0081
O 3.5881 1.4325 -2.3827 0.0234
O 6.0686 -2.1008 -4.4457 0.0023
O 1.2077 2.9326 0.6326 0.0240
N -0.5629 -0.8893 0.4791 0.0010
C -1.9956 0.6007 1.9508 0.0001
C 4.7167 -2.5053 -2.5998 0.0019
C -2.1629 -2.4416 2.1545 0.0000
C -1.3683 -1.8929 -0.1764 0.0000
C 3.8021 -2.1188 -1.4850 0.0077
C 4.8222 -0.1965 -3.4851 0.0022
C -0.8297 -0.3629 1.8395 0.0003
C -0.6315 3.5330 -0.7580 0.0020
C -1.8772 4.4081 1.6010 0.0016
C 0.3955 0.4078 2.2442 0.0014
C -0.5614 -2.4474 -1.3462 0.0000
C -1.8050 4.1599 -0.9533 0.0017
C 3.9143 0.1866 -2.4888 0.0038
C -2.5876 4.6139 0.0908 0.0012
C -0.4751 4.0375 1.6727 0.0040
C -2.7661 -1.4170 -0.8481 0.0000
C 0.1420 3.5437 0.5731 0.0019
C 3.4148 -0.8177 -1.4818 0.0037
C -1.6937 -3.0162 0.8481 0.0000
C -1.0054 -1.6313 2.7053 0.0002
C 5.3354 -1.6185 -3.5955 0.0010
H -3.0987 -1.8982 1.8614 0.0000
H 0.2541 0.7347 3.3132 0.0001
H -2.1471 4.1221 -1.9642 0.0001
H -3.0929 -2.2449 -1.4186 0.0000
H -0.0449 3.6894 2.6080 0.0003
H 0.4742 -2.4664 -0.9754 0.0000
H -1.1726 0.6735 -0.7017 0.0005
H -1.6404 1.5498 1.6538 0.0000
H -2.4817 -3.6894 0.5092 0.0000
H -2.5886 -0.6018 -1.5503 0.0000
H -0.8735 -3.3715 -1.5908 0.0000
H -1.1605 -1.2461 3.7197 0.0000
H -2.4340 -3.3111 2.8000 0.0000
H -0.6086 -1.8958 -2.2804 0.0000
H -2.9729 0.2804 1.5653 0.0000
H 5.0659 0.6027 -4.2275 0.0001
H 0.5112 1.2482 1.6646 0.0008
H 3.3903 -2.9239 -0.8795 0.0006
H 1.2788 -0.2102 2.2127 0.0001
H -0.1008 -2.2193 2.6713 0.0000
H -0.7591 -3.6021 1.0533 0.0000
H -2.1503 0.8282 3.0439 0.0000
H -3.5306 -1.0560 -0.1035 0.0000
```